Record 1
This record from the Open Molecules 2025 dataset describes C25H20As2F12N2O8PSTi as an isolated structure at a distorted geometry. The level of theory is ωB97M-V/def2-TZVPD.

The energy above the lowest of the compared OMol25 structures with the same formula, charge and spin is 36.8 kcal per mole. Its total charge is -1. The LUMO energy is 0.64 eV. The frontier orbital gap comes out at 0.227 hartree. As for the total energy: -8935.627733 Eh.

XYZ file:
```
72
Properties=species:S:1:pos:R:3:forces:R:3:mulliken_charge:R:1
Ti -0.410 1.393 1.123 1.236 -1.206 -1.864 0.0511
O -5.310 2.534 4.345 -0.051 0.012 0.023 -0.5502
C -4.215 2.116 3.685 0.050 -0.054 -0.049 0.8564
C -4.300 1.261 2.580 -0.033 -0.029 0.113 -0.4420
C -3.135 0.956 1.928 -0.096 0.200 -0.009 0.2751
N -1.984 1.475 2.335 -0.404 -0.024 0.349 1.3275
C -1.866 2.171 3.457 0.007 0.026 0.145 0.3003
C -2.975 2.543 4.171 -0.014 -0.070 0.055 -0.8628
C -0.393 2.379 3.784 -0.252 -0.106 -0.198 0.1101
O 0.000 2.844 4.813 0.031 0.090 0.066 -0.6686
O 0.333 1.914 2.781 -0.490 0.253 0.546 -0.5138
C -2.912 0.056 0.729 -0.041 0.221 0.193 0.0508
O -3.723 -0.745 0.351 -0.055 -0.036 -0.056 -0.7042
O -1.710 0.271 0.253 -0.279 -0.027 0.562 0.3185
H -6.105 2.247 3.881 0.017 -0.033 0.026 0.3099
H -5.239 0.847 2.237 0.005 0.006 -0.009 0.4550
H -2.892 3.132 5.072 0.000 -0.001 -0.005 0.5746
O 2.706 0.399 1.982 -0.036 0.069 0.116 -0.6756
S 1.742 -0.631 2.200 0.020 -0.253 -0.766 1.2344
O 1.524 -1.072 3.551 -0.144 -0.182 -0.084 -0.9250
O 0.365 -0.346 1.520 0.475 0.744 0.878 0.6818
C 2.304 -2.006 1.194 -0.194 -0.099 -0.112 0.1549
C 3.153 -2.882 1.859 -0.045 -0.017 0.029 -0.8286
C 3.741 -3.935 1.178 0.036 0.010 0.056 -0.6735
C 3.491 -4.106 -0.174 -0.022 0.019 -0.064 -0.7766
C 2.644 -3.229 -0.835 0.037 -0.055 -0.008 -0.2201
C 2.028 -2.166 -0.178 0.010 0.094 0.146 -0.5713
P 0.854 -1.075 -1.109 -0.271 0.315 -0.433 1.7077
C 1.863 -0.323 -2.425 0.255 -0.095 0.163 0.2610
C 3.237 -0.140 -2.280 0.031 -0.089 -0.089 -0.6289
C 3.943 0.648 -3.179 -0.005 0.047 0.029 -0.6708
C 3.282 1.285 -4.217 0.012 -0.021 0.001 -0.5571
C 1.910 1.123 -4.360 -0.027 0.023 0.033 -0.8124
C 1.205 0.329 -3.470 -0.025 0.079 0.030 -0.5478
C -0.178 -2.307 -1.990 0.241 -0.232 0.059 0.2627
C -0.071 -2.648 -3.337 0.051 -0.065 0.050 -0.0482
C -0.928 -3.587 -3.896 -0.036 0.023 -0.005 -0.6688
C -1.905 -4.193 -3.120 -0.003 0.010 -0.017 -0.4771
C -2.024 -3.856 -1.779 -0.001 0.008 0.021 -0.7056
C -1.169 -2.919 -1.221 -0.075 0.101 -0.020 -0.5998
H 3.338 -2.730 2.914 -0.001 -0.033 -0.005 0.5003
H 4.393 -4.621 1.705 0.005 0.018 0.003 0.3857
H 3.953 -4.923 -0.715 -0.015 0.005 -0.005 0.4074
H 2.448 -3.367 -1.892 -0.018 -0.020 0.014 0.4506
H 3.759 -0.599 -1.449 0.001 0.000 -0.007 0.3165
H 5.009 0.787 -3.046 -0.005 0.007 0.009 0.3816
H 3.828 1.929 -4.895 -0.001 -0.019 -0.014 0.3658
H 1.375 1.652 -5.138 0.010 -0.025 -0.019 0.3821
H 0.128 0.257 -3.562 -0.011 0.011 0.020 0.4888
H 0.684 -2.178 -3.954 0.024 -0.006 -0.005 0.3959
H -0.837 -3.837 -4.946 0.008 0.001 0.004 0.4122
H -2.584 -4.911 -3.563 0.013 -0.009 0.007 0.3610
H -2.803 -4.301 -1.172 0.013 -0.006 0.003 0.4054
H -1.292 -2.623 -0.185 -0.006 -0.024 -0.002 0.2033
N -1.590 -1.151 3.859 -0.087 0.045 0.175 -0.5731
H -1.809 -1.555 4.762 -0.054 -0.025 -0.024 0.2524
H -0.585 -0.998 3.858 0.013 -0.067 -0.054 0.0642
H -1.775 -1.866 3.165 0.041 -0.005 -0.014 0.1909
F -0.658 2.005 -1.185 -0.523 0.417 0.232 -0.5540
As -2.081 3.062 -1.561 -0.134 -0.279 -0.052 2.2815
F -2.451 2.956 0.184 0.131 -0.079 -0.282 -0.5845
F -2.971 1.608 -1.825 -0.108 -0.011 0.059 -0.4524
F -1.198 4.494 -1.256 0.026 0.031 0.031 -0.4253
F -1.609 3.093 -3.210 0.022 -0.022 -0.066 -0.5129
F -3.516 3.980 -1.812 -0.042 0.046 -0.042 -0.5036
F 0.011 3.466 0.820 0.656 -0.299 -0.185 -0.4739
As 1.784 3.507 0.192 0.151 0.075 -0.267 2.2714
F 1.282 3.584 -1.426 -0.142 0.031 -0.029 -0.4087
F 1.802 5.207 0.295 -0.014 0.072 0.038 -0.4750
F 3.384 3.245 -0.343 0.120 0.014 0.133 -0.4812
F 2.274 3.377 1.814 -0.026 -0.089 0.018 -0.4293
F 1.427 1.697 0.127 0.040 0.592 0.421 -0.4463
```
Forces are in eV/Å.

***

Record 2
This record from the Open Molecules 2025 dataset describes one molecule with the formula C5H8 at a distorted geometry. The level of theory is ωB97M-V/def2-TZVPD.

The energy above the lowest of the compared OMol25 structures with the same formula, charge and spin is 82.1 kcal per mole. Its total charge is 0. The LUMO energy is 1.01 eV. The frontier orbital gap comes out at 0.375 hartree. The SMILES is CC#CCC. As for the total energy: -195.161221 Eh.

XYZ file:
```
13
Properties=species:S:1:pos:R:3:forces:R:3:mulliken_charge:R:1
C 2.160 0.277 -0.480 0.244 -0.003 0.016 -1.1333
C 0.985 -0.159 0.258 0.308 -0.511 0.851 0.3879
C 0.075 -0.565 0.948 0.352 0.237 -0.394 -0.1094
C -1.373 -0.634 1.077 -0.501 0.625 -1.051 -0.4802
C -1.552 0.306 -0.509 -0.511 -0.605 1.025 -0.8632
H 3.035 -0.032 0.092 0.200 0.094 -0.170 0.2879
H 2.214 -0.175 -1.476 -0.048 0.006 0.199 0.2761
H 2.191 1.366 -0.602 -0.053 -0.180 0.096 0.2760
H -1.729 -1.679 1.104 -0.097 0.587 -0.472 0.2905
H -1.722 -0.151 2.007 -0.095 0.129 -0.734 0.2902
H -1.010 1.144 -0.103 0.583 0.070 -0.556 0.2401
H -2.253 0.759 -1.263 -0.968 -0.898 1.519 0.2964
H -1.021 -0.456 -1.053 0.586 0.448 -0.328 0.2411
```
Forces are in eV/Å.

***

Record 3
This record from the Open Molecules 2025 dataset describes one molecule with the formula CH3Cl2OPS at a distorted geometry. The level of theory is ωB97M-V/def2-TZVPD.

The energy above the lowest of the compared OMol25 structures with the same formula, charge and spin is 102.7 kcal per mole. Its total charge is 0. The LUMO energy is -1.14 eV. The frontier orbital gap comes out at 0.296 hartree. The SMILES is O=S(Cl)#[PH]CCl. As for the total energy: -1774.999585 Eh.

XYZ file:
```
9
Properties=species:S:1:pos:R:3:forces:R:3:mulliken_charge:R:1
O -2.417 1.286 -0.588 0.137 -0.554 0.154 -0.4216
S -1.840 0.044 -0.082 1.514 0.199 -1.161 0.4821
Cl -2.528 -1.592 -1.215 -0.033 0.172 0.055 -0.2065
P 0.523 -0.085 -1.122 -1.794 1.297 1.650 0.0620
C 1.305 -0.234 0.524 2.293 -0.476 0.975 -0.5700
Cl 0.612 0.560 2.028 0.423 0.259 -1.049 -0.1593
H 0.590 1.315 -0.844 -0.316 -0.008 -0.838 0.1121
H 2.458 -0.058 0.431 -2.098 0.352 0.225 0.3546
H 1.296 -1.235 0.869 -0.125 -1.240 -0.012 0.3466
```
Forces are in eV/Å.

***

- What is the frontier orbital gap in the second record?
  0.375 hartree

***

Copy entry 2 word for word.
This record from the Open Molecules 2025 dataset describes one molecule with the formula C5H8 at a distorted geometry. The level of theory is ωB97M-V/def2-TZVPD.

The energy above the lowest of the compared OMol25 structures with the same formula, charge and spin is 82.1 kcal per mole. Its total charge is 0. The LUMO energy is 1.01 eV. The frontier orbital gap comes out at 0.375 hartree. The SMILES is CC#CCC. As for the total energy: -195.161221 Eh.

XYZ file:
```
13
Properties=species:S:1:pos:R:3:forces:R:3:mulliken_charge:R:1
C 2.160 0.277 -0.480 0.244 -0.003 0.016 -1.1333
C 0.985 -0.159 0.258 0.308 -0.511 0.851 0.3879
C 0.075 -0.565 0.948 0.352 0.237 -0.394 -0.1094
C -1.373 -0.634 1.077 -0.501 0.625 -1.051 -0.4802
C -1.552 0.306 -0.509 -0.511 -0.605 1.025 -0.8632
H 3.035 -0.032 0.092 0.200 0.094 -0.170 0.2879
H 2.214 -0.175 -1.476 -0.048 0.006 0.199 0.2761
H 2.191 1.366 -0.602 -0.053 -0.180 0.096 0.2760
H -1.729 -1.679 1.104 -0.097 0.587 -0.472 0.2905
H -1.722 -0.151 2.007 -0.095 0.129 -0.734 0.2902
H -1.010 1.144 -0.103 0.583 0.070 -0.556 0.2401
H -2.253 0.759 -1.263 -0.968 -0.898 1.519 0.2964
H -1.021 -0.456 -1.053 0.586 0.448 -0.328 0.2411
```
Forces are in eV/Å.

***

- Look up the frontier orbital gap of the third one.
  0.296 hartree